# 1
Below is a molecular structure, C2H4O3P in a non-equilibrium geometry, with properties calculated with ωB97M-V with the def2-TZVPD basis set.

The geometry in ORCA input format:
```
! wB97M-V def2-TZVPD RIJCOSX def2/J DEFGRID3
* xyz -1 1
C 2.15743 0.23183 -0.04633
C 1.02368 -0.82926 0.16623
O 1.69407 1.36617 -0.19873
O 3.30249 -0.26468 -0.10082
O -0.24848 -0.22534 0.25842
P -0.55138 1.43979 0.37011
H 1.17910 -1.30708 1.14503
H 1.14573 -1.50541 -0.62866
H -0.92626 1.78010 -0.98896
H -1.91178 1.13306 0.34999
*
```

Summary:
Strongest force on any atom (Eh/bohr): 0.0605
ΔE to the lowest compared entry with this formula, charge and spin (kJ/mol): 215.5
M (g mol⁻¹): 107.0



# 2
Below is C2H4O3S in the gas phase in a non-equilibrium geometry, with properties calculated with ωB97M-V with the def2-TZVPD basis set.

The geometry in ORCA input format:
```
! wB97M-V def2-TZVPD RIJCOSX def2/J DEFGRID3
* xyz 0 1
C -0.18589 0.86871 -0.13051
C 0.19773 1.10759 1.30422
O 0.69546 -3.05728 -1.27410
O 0.20797 -0.38674 -0.53117
O -0.81170 1.67757 -0.72538
S 0.28569 -1.87854 -1.95603
H 0.28297 2.21647 1.41497
H 1.06960 0.58365 1.67166
H -0.66030 0.72391 1.82659
H -1.08152 -1.85534 -1.60026
*
```

Summary:
Strongest force on any atom (Eh/bohr): 0.0856
ΔE to the lowest compared entry with this formula, charge and spin (kJ/mol): 183.1
M (g mol⁻¹): 108.1



# 3
Below is 2 unconnected molecules or ions with the total composition C2H4O3S in a non-equilibrium geometry, with properties calculated with ωB97M-V with the def2-TZVPD basis set.

The geometry in ORCA input format:
```
! wB97M-V def2-TZVPD RIJCOSX def2/J DEFGRID3
* xyz 0 1
C -0.87697 0.53694 0.20959
C 0.53887 0.85274 -0.10944
O -1.43211 0.42101 1.28312
O -1.43887 0.12101 -0.95047
O 0.88360 2.08038 -0.26442
S 1.95698 -2.37167 0.59701
H 1.56159 -1.06983 0.26724
H -2.30366 -0.53000 -0.94014
H 0.30095 2.77661 -0.05598
H 0.80964 -2.81720 -0.03651
*
```

Summary:
Strongest force on any atom (Eh/bohr): 0.0812
ΔE to the lowest compared entry with this formula, charge and spin (kJ/mol): 263.2
M (g mol⁻¹): 108.1



# 4
Below is 2 unconnected molecules or ions with the total composition C2H4O3S in a non-equilibrium geometry, with properties calculated with ωB97M-V with the def2-TZVPD basis set.

The geometry in ORCA input format:
```
! wB97M-V def2-TZVPD RIJCOSX def2/J DEFGRID3
* xyz 0 1
O -1.81072 1.28423 0.93006
C -1.10389 1.49329 -0.00328
C -1.30076 0.78669 -1.31135
O -0.85386 1.18741 -2.35070
S -2.45784 -0.54700 -1.22744
H -0.60240 2.48331 -0.05699
H -2.31013 -0.35011 0.20529
O 0.97597 -1.19211 -0.02859
H 0.60360 -2.10968 -0.29577
H 0.62776 -1.16506 0.84151
*
```

Summary:
Strongest force on any atom (Eh/bohr): 0.0634
SMILES: O=CC(=O)S.O
ΔE to the lowest compared entry with this formula, charge and spin (kJ/mol): 63.6
M (g mol⁻¹): 108.1



# 5
Below is C2H4O3S in the gas phase in a non-equilibrium geometry, with properties calculated with ωB97M-V with the def2-TZVPD basis set.

The geometry in ORCA input format:
```
! wB97M-V def2-TZVPD RIJCOSX def2/J DEFGRID3
* xyz 0 1
O -1.95625 -0.23703 0.42074
C -0.76142 -0.74387 0.17765
O -0.29997 -0.34333 -1.11981
C 0.31046 0.17309 0.02673
O 0.06652 1.53873 0.19546
S 2.03152 -0.36541 0.37377
H -1.89787 0.77738 0.24318
H -0.50967 -1.55036 0.78207
H 0.75982 1.98379 -0.37977
H 2.25686 -1.23300 -0.72002
*
```

Summary:
Strongest force on any atom (Eh/bohr): 0.0694
SMILES: O[C@H]1O[C@]1(O)S
ΔE to the lowest compared entry with this formula, charge and spin (kJ/mol): 136.5
M (g mol⁻¹): 108.1



# 6
Below is 2 unconnected molecules or ions with the total composition C2H4O4 in a non-equilibrium geometry, with properties calculated with ωB97M-V with the def2-TZVPD basis set.

The geometry in ORCA input format:
```
! wB97M-V def2-TZVPD RIJCOSX def2/J DEFGRID3
* xyz 0 1
O 1.27587 -1.29628 -1.49717
C 0.91740 -2.42839 -1.76888
O -0.35332 -2.61821 -2.21733
H 1.64369 -3.12173 -1.82679
H -0.35973 -3.28507 -2.89672
O 0.34975 2.96865 1.79362
C -0.46958 2.19421 2.24715
O -1.47881 1.50432 1.64271
H -0.69782 1.88865 3.38799
H -1.62098 1.45540 0.69134
*
```

Summary:
Strongest force on any atom (Eh/bohr): 0.1204
SMILES: O=CO.O=CO
ΔE to the lowest compared entry with this formula, charge and spin (kJ/mol): 156.8
M (g mol⁻¹): 92.0



# 7
Below is a molecular structure, C2H4O4STl in a non-equilibrium geometry, with properties calculated with ωB97M-V with the def2-TZVPD basis set.

The geometry in ORCA input format:
```
! wB97M-V def2-TZVPD RIJCOSX def2/J DEFGRID3
* xyz 1 1
Tl 0.66418 -1.77327 0.25680
S -1.93577 -1.07975 0.70064
O -3.00955 -1.72636 -0.09319
O -0.96979 -2.16850 1.27059
O -0.81249 -0.51058 -0.46626
O 1.82818 -0.37527 -0.12644
C -0.00985 0.91301 -0.28450
C 1.48509 0.95700 -0.20636
H -0.50888 1.47442 -1.08467
H -0.41811 1.41168 0.60745
H 1.82357 1.60204 0.62095
H 1.86343 1.27559 -1.19501
*
```

Summary:
Strongest force on any atom (Eh/bohr): 0.1099
ΔE to the lowest compared entry with this formula, charge and spin (kJ/mol): 0.0
M (g mol⁻¹): 328.5



# 8
Below is a molecular structure, C2H4O4SZn in a non-equilibrium geometry, with properties calculated with ωB97M-V with the def2-TZVPD basis set.

The geometry in ORCA input format:
```
! wB97M-V def2-TZVPD RIJCOSX def2/J DEFGRID3
* xyz 0 1
S 0.06820 -2.42092 -0.46320
O -0.12562 -1.98735 -1.87862
O 1.59963 -2.31753 -0.12863
O -0.37655 -1.07251 0.46979
C -0.83768 0.58442 -0.11912
C 0.09674 1.57638 0.52735
O 1.29231 1.13476 0.87923
Zn 1.51761 -0.69865 0.92659
H -1.85009 0.96645 -0.30962
H -0.45926 0.40383 -1.13848
H -1.01071 1.28597 1.23748
H 0.08542 2.54516 -0.00277
*
```

Summary:
Strongest force on any atom (Eh/bohr): 0.1361
ΔE to the lowest compared entry with this formula, charge and spin (kJ/mol): 202.7
M (g mol⁻¹): 189.5



| no. | frontier orbital gap (Eh) |
| --- | --- |
| 1 | 0.309 |
| 2 | 0.315 |
| 3 | 0.321 |
| 4 | 0.339 |
| 5 | 0.373 |
| 6 | 0.415 |
| 7 | 0.279 |
| 8 | 0.283 |